Entry 1:
23
Properties=species:S:1:pos:R:3:lowdin_charge:R:1 method="wB97M-V/def2-TZVPD" spin_multiplicity=1 energy_ev=-15539.7334 homo_lumo_gap_ha=0.3169 total_charge=+1 smiles="CC1=C[C@@H](O)[N@H+](C)C(O)=C1C#N" relative_energy_kj_mol=387.7 lumo_ev=-4.50
O 2.5175 -0.8040 0.1816 0.178
O 0.4344 2.5819 0.0127 0.073
N 1.0229 -1.8656 3.0893 0.207
N 1.0279 0.5626 -1.0517 -0.011
C -1.3148 0.8427 -0.2292 0.008
C -1.2286 -0.1515 0.6781 -0.228
C -2.3095 -0.8414 1.4097 -0.008
C 0.5723 -1.2946 2.2001 -0.173
C 0.9265 -0.3531 -2.2922 0.092
C 0.1995 -0.5052 1.0084 -0.031
C 1.3031 -0.2757 0.0681 -0.228
C -0.1326 1.5146 -0.7647 -0.274
H 0.2076 2.4821 0.9093 0.090
H 0.5466 0.2368 -3.0554 0.079
H -0.4223 1.9153 -1.7527 0.175
H -2.7791 -1.8614 1.0488 0.154
H 0.0694 -0.8896 -1.9865 0.091
H 1.8142 1.2283 -1.2771 0.226
H 2.6091 -1.4120 0.8810 0.108
H -2.2823 1.1920 -0.4949 0.129
H -3.0264 -0.1014 1.6828 0.086
H 1.9003 -0.9942 -2.5129 0.179
H -1.6557 -1.2064 2.2476 0.077

---

Entry 2:
22
Properties=species:S:1:pos:R:3:lowdin_charge:R:1 method="wB97M-V/def2-TZVPD" spin_multiplicity=1 energy_ev=-9992.8699 homo_lumo_gap_ha=0.3910 total_charge=0 smiles="C=C[C@@H](C(C)C)[C@@H]1C=N1" relative_energy_kj_mol=383.2 lumo_ev=1.05
N -3.0582 -0.4935 -0.4906 0.164
C -0.5598 -0.2840 0.1664 -0.247
C -3.1193 0.3348 0.4906 -0.081
C 1.0283 1.6435 -0.7183 -0.067
C 1.5390 0.1281 1.1509 -0.119
C 0.4917 0.8344 0.4310 -0.441
C 0.6210 -2.3777 -0.4949 -0.037
C -1.8885 0.3945 -0.2020 -0.303
C 0.0773 -1.2611 -0.9162 -0.130
H 1.2239 -2.9910 -1.2197 0.069
H 0.7077 -2.9631 0.4434 0.082
H 0.0481 1.4963 1.1597 0.134
H -0.7143 -0.8166 1.1298 0.143
H -1.7696 1.0469 -1.0874 0.126
H 1.7814 -0.7953 0.6356 0.050
H 2.5105 0.7280 1.1520 0.109
H -0.0232 -0.9658 -1.9789 0.123
H 1.3060 -0.1179 2.1815 0.087
H 1.6140 1.0401 -1.4813 0.113
H -3.7150 0.8134 1.2672 0.111
H 1.5268 2.4468 -0.2613 0.063
H 0.3723 2.1592 -1.3575 0.050

---

Entry 3:
69
Properties=species:S:1:pos:R:3:lowdin_charge:R:1 method="wB97M-V/def2-TZVPD" spin_multiplicity=3 energy_ev=-81234.8327 homo_lumo_gap_ha="0.2747 / 0.2920" total_charge=+1 lumo_ev="-3.89 / -3.51"
Co 0.2024 0.8191 0.3190 0.735
N 2.1597 0.1823 0.0095 0.027
N 0.7789 1.2623 2.1963 0.071
N 2.3328 -0.9346 -0.7466 0.053
N 1.3064 -2.5813 -2.5244 -0.010
N 0.1954 0.9243 -1.6204 -0.017
N 0.1443 -3.0762 -3.0592 0.106
N -0.3936 -1.1382 0.5199 0.051
N 0.4543 -0.2540 -2.2543 0.055
N 0.1049 -2.0033 -0.4028 0.030
C -3.5928 2.2050 -0.5187 -0.060
C -0.4065 1.5411 5.6922 -0.059
C -2.0940 2.4280 4.2287 -0.010
C -1.9110 2.3500 1.7309 -0.161
C -1.9450 -1.2368 2.4731 0.001
C 1.9146 -4.1400 -3.9626 -0.013
C -0.5177 -4.7773 -4.7000 -0.026
C -0.3712 -3.2327 -0.1760 -0.032
C -3.8577 3.1256 0.4859 -0.054
C -0.0675 1.2453 -3.7984 0.015
C -1.6464 2.1328 5.5067 -0.051
C -3.0375 3.1760 1.5977 -0.031
C -0.0869 1.5752 3.3165 -0.238
C -2.4300 1.4551 -0.4596 -0.109
C -1.1990 -3.1794 0.9258 0.007
C 0.2910 -0.0728 -3.5685 -0.022
C -0.1106 1.8436 -2.5434 -0.315
C 3.6270 -1.2893 -0.7146 -0.033
C 2.3806 -3.2168 -3.0709 -0.064
C -1.5486 1.5889 0.6109 -0.126
C -0.3444 3.2787 -2.1998 -0.002
C -1.3214 2.1650 3.0934 -0.122
C 4.3241 -0.3703 0.0356 0.004
C 0.5069 -4.0105 -3.9190 -0.344
C -1.1939 -1.8427 1.3308 -0.296
C 3.3616 0.5434 0.4670 -0.314
C 0.3723 1.2629 4.5849 -0.027
C 3.6070 1.7867 1.2682 -0.026
B 1.0734 -1.4943 -1.4967 -0.598
H -3.2855 3.8546 2.4045 0.113
H 2.5005 -4.8108 -4.5719 0.107
H 3.4006 -2.9706 -2.8454 0.099
H 3.5133 1.6203 2.3445 0.083
H 4.6253 2.1277 1.0924 0.094
H 2.9457 2.6043 0.9696 0.079
H -1.1194 -4.1091 -5.3168 0.078
H -1.2794 -0.9418 3.2867 0.079
H 1.3627 2.0787 2.0152 0.094
H 1.3455 0.7984 4.7078 0.121
H -2.2819 2.3428 6.3568 0.115
H -0.6630 3.8218 -3.0863 0.090
H -2.2062 0.7703 -1.2661 0.109
H -2.6496 -1.9651 2.8696 0.089
H -4.2653 2.0894 -1.3592 0.116
H -3.0928 2.8260 4.1116 0.112
H 5.3849 -0.3495 0.2327 0.117
H -0.0354 -5.5030 -5.3522 0.077
H -0.2565 1.7144 -4.7514 0.115
H -4.7221 3.7754 0.4217 0.115
H -1.1969 -5.3113 -4.0351 0.078
H -1.7520 -3.9916 1.3712 0.114
H -0.0533 1.2904 6.6841 0.115
H -0.1100 -4.0583 -0.8175 0.127
H 3.9923 -2.1647 -1.2142 0.109
H 0.4397 -0.8884 -4.2571 0.128
H -2.5044 -0.3556 2.1579 0.075
H -1.1043 3.4016 -1.4283 0.063
H 0.5802 3.7380 -1.8419 0.088
H 1.4256 0.5251 2.4598 0.109

---

Entry 4:
23
Properties=species:S:1:pos:R:3:lowdin_charge:R:1 method="wB97M-V/def2-TZVPD" spin_multiplicity=1 energy_ev=-9558.0808 homo_lumo_gap_ha=0.3658 total_charge=0 smiles=Cc1ccccc1.CC relative_energy_kj_mol=202.7 lumo_ev=1.06
C 0.0497 2.1207 0.0188 -0.081
C 1.8556 -1.5221 -0.3903 -0.128
C -1.3806 0.5759 1.2216 -0.063
C 2.6568 -0.3785 0.2548 -0.146
C 0.1076 1.2713 -1.0970 -0.056
C -0.6878 1.7527 1.1769 -0.088
C -1.5702 -0.0091 -0.0298 -0.322
C -0.8670 0.2333 -1.1518 -0.083
C -2.6231 -1.0615 -0.0556 -0.063
H 2.1820 0.2059 0.8974 0.006
H -3.6612 -0.6877 -0.2893 0.099
H 0.8366 1.4169 -1.9361 0.124
H -1.8308 0.1843 2.1798 0.133
H 2.9165 0.3438 -0.4301 0.037
H 0.9826 -1.3727 -1.0706 0.053
H -2.8146 -1.4372 0.9010 0.043
H -1.1382 -0.2629 -1.9927 0.082
H -0.6979 2.4438 2.1152 0.136
H 2.5861 -2.1134 -0.8666 0.037
H 3.5189 -0.7492 0.7184 0.058
H 0.5604 2.9316 0.1438 0.033
H 1.4237 -2.0386 0.5273 0.088
H -2.4051 -1.8470 -0.8451 0.101